The following is a DFT calculation (ωB97M-V/def2-TZVPD) of a cluster of 2 separate species, C5H5N in total in a non-equilibrium geometry.

For the LUMO energy, the calculation gives -2.084 eV. Its HOMO-LUMO gap is 8.591 eV. As for the energy relative to the best compared isomer or geometry (same formula, charge and spin): 167.30 kcal/mol. The largest force on an atom is 4.2 eV Å⁻¹.

Positions of all 11 atoms, in Å:
C1 2.10 0.07 1.62
C2 -0.68 -1.21 -0.07
C3 -0.75 1.15 -0.36
C4 -0.26 -0.12 -1.10
C5 -0.10 0.05 0.39
N1 3.18 0.09 2.04
H1 -1.80 -1.42 0.16
H2 -0.11 -2.04 -0.11
H3 -0.23 2.12 -0.58
H4 -1.81 1.42 -0.15
H5 0.44 -0.11 -1.86